# 1
{"formula": "C42H78N9O10SSn", "method": "ωB97M-V/def2-TZVPD", "elements": ["C", "O", "C", "C", "N", "H", "H", "C", "C", "O", "C", "H", "H", "H", "H", "H", "H", "H", "H", "H", "H", "H", "H", "H", "H", "C", "O", "C", "C", "N", "H", "H", "C", "C", "O", "C", "H", "H", "H", "H", "H", "H", "H", "H", "H", "H", "H", "H", "H", "H", "C", "O", "C", "C", "N", "H", "H", "C", "C", "O", "C", "H", "H", "H", "H", "H", "H", "H", "H", "H", "H", "H", "H", "H", "H", "Sn", "S", "O", "O", "O", "O", "N", "C", "C", "C", "C", "H", "H", "H", "H", "H", "N", "C", "C", "C", "C", "H", "H", "H", "H", "H", "N", "C", "C", "C", "C", "H", "H", "H", "H", "H", "N", "C", "C", "C", "C", "H", "H", "H", "H", "H", "N", "C", "C", "C", "C", "H", "H", "H", "H", "H", "N", "C", "C", "C", "C", "H", "H", "H", "H", "H"], "coordinates": [[-2.590, -4.593, -3.277], [-1.187, -4.862, -3.375], [-0.551, -5.197, -2.182], [-0.216, -4.007, -1.297], [0.455, -2.921, -2.064], [-0.056, -2.786, -2.958], [0.320, -1.980, -1.619], [1.857, -3.177, -2.525], [2.130, -2.258, -3.695], [1.025, -2.326, -4.536], [1.182, -1.605, -5.758], [-3.091, -5.494, -2.918], [-2.928, -4.271, -4.257], [-2.829, -3.768, -2.595], [0.371, -5.662, -2.544], [-1.087, -5.946, -1.588], [0.406, -4.279, -0.444], [-1.147, -3.606, -0.894], [1.914, -4.203, -2.876], [2.495, -2.974, -1.668], [3.041, -2.557, -4.234], [2.400, -1.234, -3.388], [1.381, -0.556, -5.524], [0.275, -1.715, -6.342], [2.018, -2.003, -6.342], [-1.339, 6.334, -1.725], [-1.539, 5.107, -1.054], [-1.221, 4.007, -1.853], [-1.102, 2.799, -0.947], [-0.396, 3.009, 0.354], [-0.704, 3.849, 0.858], [-0.627, 2.191, 0.953], [1.092, 2.999, 0.246], [1.651, 4.321, -0.245], [1.094, 5.383, 0.441], [1.748, 6.604, 0.150], [-0.288, 6.499, -1.989], [-1.646, 7.163, -1.094], [-1.934, 6.373, -2.641], [-0.282, 4.196, -2.385], [-1.998, 3.711, -2.567], [-0.756, 1.900, -1.448], [-2.117, 2.491, -0.691], [1.456, 2.163, -0.338], [1.463, 2.842, 1.261], [1.507, 4.348, -1.331], [2.735, 4.248, -0.078], [1.218, 7.374, 0.707], [1.726, 6.856, -0.913], [2.785, 6.643, 0.498], [2.507, -1.986, 1.211], [2.574, -1.942, 2.636], [3.303, -3.072, 3.151], [4.071, -2.656, 4.378], [5.129, -1.648, 4.062], [5.844, -2.055, 3.443], [4.670, -0.939, 3.477], [5.873, -1.133, 5.276], [6.915, -0.154, 4.861], [7.672, -0.651, 3.807], [8.971, -0.065, 3.638], [1.809, -1.209, 0.886], [2.136, -2.942, 0.836], [3.438, -1.714, 0.703], [3.943, -3.487, 2.366], [2.617, -3.890, 3.393], [4.490, -3.449, 4.996], [3.379, -2.165, 5.068], [6.373, -2.026, 5.655], [5.131, -0.775, 5.982], [7.543, 0.107, 5.724], [6.523, 0.824, 4.540], [9.604, -0.304, 4.496], [8.848, 1.025, 3.678], [9.366, -0.395, 2.689], [-0.433, -1.724, 3.373], [-0.950, -0.445, 0.277], [-0.477, 0.357, 1.454], [0.050, -0.435, -0.809], [-1.074, -1.835, 0.812], [-2.247, 0.042, -0.189], [-4.472, 1.664, 0.140], [-5.443, 1.425, -0.798], [-6.591, 2.045, -0.397], [-6.288, 2.753, 0.795], [-4.989, 2.476, 1.116], [-3.553, 1.246, 0.093], [-5.229, 0.856, -1.687], [-7.566, 2.040, -0.853], [-6.923, 3.400, 1.376], [-4.428, 2.795, 1.980], [-2.303, -0.085, -3.022], [-2.037, -1.069, -3.934], [-2.372, -0.602, -5.173], [-3.028, 0.646, -5.003], [-2.957, 0.932, -3.664], [-2.085, -0.168, -2.036], [-1.553, -2.000, -3.704], [-2.203, -1.114, -6.107], [-3.382, 1.320, -5.763], [-3.180, 1.825, -3.102], [-3.696, -0.534, 2.300], [-4.338, -1.460, 3.061], [-4.184, -1.119, 4.387], [-3.327, -0.003, 4.426], [-3.064, 0.371, 3.105], [-3.649, -0.523, 1.297], [-4.820, -2.307, 2.599], [-4.522, -1.720, 5.215], [-2.921, 0.515, 5.279], [-2.545, 1.171, 2.610], [-3.657, -2.557, -0.086], [-4.687, -2.441, -0.981], [-5.232, -3.685, -1.157], [-4.490, -4.598, -0.364], [-3.532, -3.874, 0.297], [-3.060, -1.810, 0.232], [-4.950, -1.490, -1.410], [-6.056, -3.912, -1.812], [-4.637, -5.664, -0.312], [-2.781, -4.155, 1.017], [1.093, 1.159, -3.008], [0.527, 1.655, -4.136], [1.325, 2.657, -4.636], [2.483, 2.662, -3.819], [2.339, 1.737, -2.824], [0.673, 0.475, -2.399], [-0.452, 1.319, -4.451], [1.100, 3.231, -5.517], [3.370, 3.259, -3.969], [2.933, 1.429, -1.980], [1.088, 0.642, 5.612], [0.010, 1.392, 5.183], [0.260, 1.804, 3.899], [1.547, 1.368, 3.555], [2.026, 0.621, 4.596], [1.092, 0.087, 6.451], [-0.864, 1.521, 5.798], [-0.374, 2.311, 3.193], [2.044, 1.497, 2.609], [2.803, -0.108, 4.744]], "gap_ev": 3.555, "e_tot_ha": -3503.82666, "e_lumo_ha": -0.3575, "total_charge": 3}

# 2
{"formula": "C42H79AgN6O9S4", "method": "ωB97M-V/def2-TZVPD", "elements": ["Ag", "C", "C", "O", "H", "H", "H", "H", "H", "C", "C", "C", "S", "O", "O", "C", "H", "H", "H", "H", "H", "H", "H", "H", "C", "C", "C", "S", "O", "O", "C", "H", "H", "H", "H", "H", "H", "H", "H", "C", "C", "C", "S", "O", "O", "C", "H", "H", "H", "H", "H", "H", "H", "H", "C", "C", "C", "S", "O", "O", "C", "H", "H", "H", "H", "H", "H", "H", "H", "C", "C", "C", "C", "N", "H", "H", "H", "H", "H", "H", "H", "C", "C", "C", "C", "N", "H", "H", "H", "H", "H", "H", "H", "C", "C", "C", "C", "N", "H", "H", "H", "H", "H", "H", "H", "C", "C", "C", "C", "N", "H", "H", "H", "H", "H", "H", "H", "C", "C", "C", "C", "N", "H", "H", "H", "H", "H", "H", "H", "C", "C", "C", "C", "N", "H", "H", "H", "H", "H", "H", "H"], "coordinates": [[2.895, -0.645, 0.790], [-0.203, -0.397, -1.541], [0.526, -1.689, -1.657], [1.857, -1.784, -1.260], [0.235, 0.482, -2.005], [-0.155, -0.209, -0.464], [-1.141, -0.468, -2.051], [0.552, -2.098, -2.683], [-0.026, -2.450, -1.083], [7.697, -1.421, -0.212], [7.635, -1.195, -1.697], [6.213, -0.750, -2.027], [5.943, 0.515, -0.733], [4.556, 0.565, -0.212], [6.468, 1.724, -1.188], [7.101, -0.186, 0.469], [8.744, -1.608, 0.135], [7.084, -2.261, 0.085], [7.818, -2.122, -2.239], [8.431, -0.544, -2.007], [5.498, -1.571, -1.987], [6.116, -0.032, -2.940], [6.507, -0.518, 1.380], [7.745, 0.583, 0.885], [3.774, -6.139, 2.215], [2.415, -5.455, 2.256], [2.489, -4.323, 1.126], [4.152, -3.674, 1.287], [4.078, -2.379, 2.031], [4.976, -3.650, 0.068], [4.789, -4.981, 2.320], [3.912, -6.778, 1.353], [3.900, -6.766, 3.096], [2.185, -4.938, 3.184], [1.679, -6.201, 1.982], [1.796, -3.460, 1.266], [2.293, -4.800, 0.186], [4.776, -4.577, 3.352], [5.780, -5.275, 2.123], [0.620, 5.053, 0.289], [2.118, 5.217, 0.671], [2.729, 3.894, 0.345], [1.762, 2.890, 1.314], [2.121, 3.104, 2.713], [1.698, 1.545, 0.750], [0.139, 3.706, 0.941], [0.566, 4.911, -0.802], [0.034, 5.846, 0.686], [2.182, 5.367, 1.769], [2.561, 6.035, 0.213], [3.764, 3.833, 0.613], [2.542, 3.586, -0.704], [-0.370, 3.819, 1.896], [-0.408, 3.016, 0.362], [-0.210, 0.256, 3.621], [-1.283, 0.253, 2.454], [-1.575, -1.219, 1.999], [-0.184, -2.124, 2.468], [0.835, -1.713, 1.516], [-0.392, -3.532, 2.562], [0.188, -1.225, 3.928], [-0.646, 0.641, 4.506], [0.694, 0.907, 3.372], [-0.847, 0.727, 1.605], [-2.159, 0.841, 2.669], [-1.592, -1.379, 0.880], [-2.427, -1.674, 2.465], [1.297, -1.274, 4.022], [-0.390, -1.704, 4.723], [-6.338, 2.042, 1.169], [-7.187, 1.799, -0.154], [-7.340, 0.272, -0.285], [-7.744, -0.382, 0.931], [-8.057, -0.811, 1.929], [-6.107, 3.037, 1.493], [-5.476, 1.411, 1.188], [-7.029, 1.601, 1.923], [-6.652, 2.141, -1.036], [-8.187, 2.251, -0.058], [-6.315, -0.002, -0.568], [-8.091, 0.066, -1.031], [1.845, 1.702, -4.558], [0.892, 2.596, -5.278], [-0.461, 2.414, -4.625], [-0.390, 2.842, -3.208], [-0.140, 3.154, -2.169], [2.858, 1.903, -4.979], [1.578, 0.660, -4.633], [1.927, 1.927, -3.525], [0.728, 2.334, -6.340], [1.300, 3.576, -5.384], [-0.624, 1.340, -4.594], [-1.348, 2.864, -5.122], [1.863, -6.230, -5.075], [1.969, -4.684, -5.031], [2.169, -4.254, -3.551], [0.949, -4.681, -2.867], [-0.081, -5.116, -2.495], [2.726, -6.598, -4.505], [1.910, -6.560, -6.166], [0.896, -6.668, -4.759], [0.990, -4.223, -5.417], [2.846, -4.273, -5.573], [2.365, -3.159, -3.431], [3.015, -4.857, -3.133], [-2.819, 6.578, -1.092], [-4.072, 5.979, -1.696], [-3.811, 4.566, -2.236], [-3.497, 3.680, -1.150], [-3.313, 3.052, -0.203], [-2.583, 6.194, -0.102], [-3.010, 7.613, -0.856], [-1.952, 6.519, -1.762], [-4.303, 6.487, -2.618], [-4.842, 6.002, -0.926], [-2.979, 4.541, -2.971], [-4.708, 4.257, -2.748], [-2.675, -4.414, 0.480], [-3.702, -4.148, -0.545], [-4.670, -2.997, -0.294], [-3.945, -1.742, -0.349], [-3.361, -0.722, -0.394], [-2.208, -3.545, 0.849], [-1.989, -5.059, -0.034], [-3.122, -4.916, 1.373], [-4.407, -5.015, -0.731], [-3.318, -3.964, -1.536], [-5.156, -3.124, 0.703], [-5.462, -2.971, -1.065], [-2.158, 3.810, 4.083], [-2.610, 3.986, 5.612], [-3.722, 3.002, 6.088], [-3.186, 1.640, 6.066], [-2.690, 0.640, 5.828], [-2.959, 4.124, 3.387], [-1.763, 2.778, 3.966], [-1.349, 4.469, 3.815], [-2.961, 5.003, 5.846], [-1.709, 3.866, 6.258], [-4.514, 3.051, 5.363], [-4.189, 3.219, 7.053]], "gap_ev": [10.233, 7.851], "e_tot_ha": -4392.71132, "e_lumo_ha": [-0.0538, -0.1409], "s_squared": 0.75, "total_charge": 1, "multiplicity": 2}

# 3
{"formula": "C42H82BeF3O34", "method": "ωB97M-V/def2-TZVPD", "elements": ["Be", "C", "O", "O", "C", "F", "F", "F", "C", "C", "H", "H", "H", "H", "H", "H", "C", "C", "C", "O", "C", "H", "H", "H", "H", "H", "H", "H", "H", "C", "C", "C", "O", "C", "H", "H", "H", "H", "H", "H", "H", "H", "C", "O", "C", "O", "O", "C", "H", "H", "H", "H", "H", "H", "C", "O", "C", "O", "O", "C", "H", "H", "H", "H", "H", "H", "C", "O", "C", "O", "O", "C", "H", "H", "H", "H", "H", "H", "C", "O", "C", "O", "O", "C", "H", "H", "H", "H", "H", "H", "C", "O", "C", "O", "O", "C", "H", "H", "H", "H", "H", "H", "C", "O", "C", "O", "O", "C", "H", "H", "H", "H", "H", "H", "C", "O", "C", "O", "O", "C", "H", "H", "H", "H", "H", "H", "C", "O", "C", "O", "O", "C", "H", "H", "H", "H", "H", "H", "C", "O", "C", "O", "O", "C", "H", "H", "H", "H", "H", "H", "C", "O", "C", "O", "O", "C", "H", "H", "H", "H", "H", "H"], "coordinates": [[-2.171, 2.329, 3.014], [0.949, 0.984, 0.901], [0.171, 0.306, -0.193], [-0.098, 1.468, 1.727], [2.053, 0.109, 1.553], [1.611, -0.913, 2.267], [2.841, -0.387, 0.566], [2.910, 0.799, 2.361], [0.759, 0.278, -1.542], [-0.011, -0.608, -2.539], [-0.051, -1.640, -2.190], [-1.028, -0.281, -2.752], [0.558, -0.636, -3.468], [1.797, -0.054, -1.586], [0.779, 1.281, -1.967], [1.462, 1.807, 0.403], [4.229, -0.805, -3.648], [3.723, -1.833, -4.642], [4.945, -2.720, -4.877], [6.143, -1.928, -4.470], [5.786, -0.598, -4.051], [4.263, -1.298, -2.676], [3.649, 0.112, -3.538], [3.407, -1.329, -5.556], [2.861, -2.411, -4.308], [4.905, -3.069, -5.909], [4.799, -3.526, -4.158], [5.858, 0.163, -4.828], [6.477, -0.231, -3.292], [-0.709, -4.156, -6.342], [0.003, -3.204, -5.344], [0.437, -4.226, -4.306], [-0.586, -5.167, -4.253], [-1.192, -5.355, -5.570], [0.008, -4.377, -7.133], [-1.547, -3.644, -6.814], [-0.644, -2.443, -4.909], [0.864, -2.661, -5.733], [0.578, -3.745, -3.338], [1.327, -4.791, -4.584], [-2.274, -5.384, -5.438], [-0.948, -6.312, -6.031], [1.994, -4.937, 4.474], [2.623, -4.137, 3.492], [3.158, -3.050, 3.793], [2.938, -2.390, 4.847], [4.052, -2.609, 2.805], [4.882, -1.504, 3.000], [1.083, -4.474, 4.853], [2.694, -5.260, 5.245], [1.718, -5.872, 3.986], [5.237, -1.078, 2.061], [5.701, -1.710, 3.688], [4.342, -0.685, 3.475], [-2.325, -1.153, 0.423], [-3.717, -1.204, 0.765], [-4.375, -0.123, 1.240], [-3.870, 0.907, 1.638], [-5.732, -0.339, 1.156], [-6.677, 0.640, 1.632], [-2.238, -0.464, -0.417], [-1.919, -2.118, 0.121], [-1.709, -0.849, 1.270], [-6.833, 1.425, 0.892], [-6.437, 1.115, 2.583], [-7.694, 0.250, 1.689], [4.723, 3.343, 0.331], [3.622, 3.427, -0.534], [3.603, 2.761, -1.644], [4.504, 1.945, -1.988], [2.546, 3.122, -2.326], [2.400, 2.850, -3.690], [4.930, 2.347, 0.723], [4.601, 3.919, 1.248], [5.641, 3.697, -0.139], [3.276, 3.263, -4.190], [1.579, 3.379, -4.174], [2.328, 1.799, -3.973], [-0.480, -2.151, 4.314], [-1.679, -2.019, 4.980], [-2.445, -0.882, 4.891], [-2.228, 0.159, 4.269], [-3.465, -1.061, 5.767], [-4.358, -0.028, 6.010], [0.302, -2.600, 4.927], [-0.061, -1.206, 3.969], [-0.626, -2.833, 3.476], [-3.787, 0.852, 6.303], [-5.009, -0.342, 6.827], [-4.933, 0.184, 5.109], [4.677, 4.516, 7.286], [5.025, 5.211, 6.098], [5.275, 4.536, 4.891], [5.424, 5.114, 3.821], [5.165, 3.146, 5.013], [5.429, 2.267, 3.980], [3.658, 4.141, 7.385], [4.945, 5.096, 8.169], [5.279, 3.611, 7.366], [5.158, 1.249, 4.259], [6.486, 2.304, 3.717], [5.005, 2.476, 2.998], [-5.096, 0.116, -2.397], [-4.141, 1.161, -2.523], [-3.212, 0.965, -3.536], [-3.089, 0.016, -4.302], [-2.438, 2.012, -3.481], [-1.422, 2.145, -4.447], [-4.605, -0.857, -2.400], [-5.916, 0.205, -3.110], [-5.601, 0.322, -1.452], [-0.875, 3.087, -4.425], [-1.863, 2.114, -5.443], [-0.688, 1.348, -4.328], [-5.232, 4.095, 0.057], [-4.018, 4.461, -0.625], [-2.769, 4.142, -0.202], [-2.499, 3.554, 0.821], [-1.937, 4.450, -1.212], [-0.530, 4.327, -0.934], [-5.147, 3.052, 0.362], [-6.097, 4.193, -0.599], [-5.404, 4.693, 0.952], [-0.236, 4.220, 0.110], [0.004, 5.134, -1.436], [-0.153, 3.385, -1.333], [1.913, 4.199, 2.696], [1.528, 5.512, 3.088], [1.281, 6.389, 2.130], [1.384, 6.255, 0.921], [0.875, 7.519, 2.798], [0.649, 8.717, 2.094], [1.252, 3.883, 1.889], [1.798, 3.459, 3.488], [2.959, 4.210, 2.390], [0.497, 8.554, 1.026], [1.599, 9.252, 2.100], [-0.099, 9.256, 2.675], [-6.726, -3.223, -0.112], [-5.469, -2.929, -0.616], [-5.036, -3.565, -1.686], [-5.680, -4.438, -2.299], [-3.823, -3.088, -1.955], [-3.109, -3.667, -3.045], [-6.975, -2.669, 0.792], [-6.790, -4.265, 0.204], [-7.509, -3.180, -0.869], [-2.889, -4.689, -2.734], [-2.133, -3.184, -3.102], [-3.710, -3.783, -3.947], [-3.375, -5.617, 0.355], [-2.123, -5.300, -0.207], [-1.211, -4.609, 0.413], [-1.194, -4.439, 1.614], [-0.282, -4.249, -0.472], [0.827, -3.483, -0.113], [-3.279, -6.152, 1.300], [-3.853, -6.285, -0.361], [-4.007, -4.762, 0.593], [0.623, -2.458, 0.198], [1.385, -3.411, -1.046], [1.365, -3.975, 0.698]], "gap_ev": 3.356, "e_tot_ha": -4521.50670, "e_lumo_ha": -0.2738, "total_charge": 1, "de_lowest_ev": 3.359}